[1]
ORCA calculation (ωB97M-V with the def2-TZVPD basis set) on a structure of composition C47H54F6IMoN5O8PS2.

Results
Highest occupied orbital energy (spin up / spin down) = -14.75 / -14.75 eV
HOMO-LUMO gap (spin up / spin down) = 5.60 / 5.32 eV

```
! RIJCOSX wB97M-V def2-TZVPD def2/J DEFGRID3
* xyz 3 1
Mo -0.231 0.136 0.148
F 1.723 0.668 5.253
C 1.860 1.305 4.107
F 2.060 2.579 4.345
F 2.829 0.786 3.393
S 0.164 1.145 3.219
O 0.292 0.084 2.133
O -0.776 0.733 4.217
N -0.284 2.546 2.677
S 0.508 3.430 1.613
O 1.902 3.099 1.563
O -0.176 3.483 0.339
C 0.353 5.158 2.338
F -0.201 5.118 3.536
F -0.399 5.891 1.525
F 1.562 5.671 2.406
C -3.505 -1.350 3.646
C -3.364 -2.168 2.361
C -3.995 -3.550 2.565
C -3.977 -1.434 1.170
C -5.346 -1.170 1.142
C -5.924 -0.479 0.087
C -5.142 -0.060 -0.982
C -3.780 -0.346 -1.027
C -3.047 -0.074 -2.341
C -3.366 -1.232 -3.305
C -1.513 0.099 -2.354
C -3.228 -1.005 0.072
N -1.815 -1.288 0.042
C -1.529 -2.513 -0.290
C -0.085 -2.789 -0.390
N 0.674 -1.769 -0.237
C 2.094 -2.079 -0.130
C 2.896 -2.010 -1.279
C 4.262 -2.183 -1.098
C 4.788 -2.455 0.156
C 3.942 -2.685 1.225
C 2.563 -2.535 1.107
C 1.661 -3.057 2.225
C 1.795 -4.588 2.286
C 1.964 -2.505 3.613
C 2.305 -1.933 -2.688
C 2.150 -0.514 -3.231
C 3.134 -2.749 -3.685
C 0.090 -4.180 -0.774
C 1.153 -5.001 -1.059
C 0.886 -6.327 -1.467
C -0.394 -6.807 -1.602
C -1.510 -5.967 -1.343
C -2.878 -6.299 -1.491
C -3.867 -5.366 -1.246
C -3.573 -4.059 -0.829
C -2.246 -3.704 -0.656
C -1.231 -4.670 -0.923
H -3.131 -1.917 4.498
H -4.549 -1.098 3.847
H -2.899 -0.447 3.580
H -2.293 -2.293 2.189
H -5.052 -3.465 2.818
H -3.499 -4.064 3.387
H -3.909 -4.175 1.679
H -5.971 -1.521 1.954
H -6.990 -0.294 0.082
H -5.607 0.446 -1.821
H -3.492 0.828 -2.771
H -2.962 -2.169 -2.919
H -2.932 -1.047 -4.288
H -4.442 -1.349 -3.428
H -1.032 -0.871 -2.478
H -1.121 0.658 -1.467
H -1.206 0.719 -3.197
H 4.927 -2.127 -1.948
H 5.858 -2.552 0.283
H 4.358 -3.018 2.167
H 0.619 -2.812 1.998
H 2.781 -4.865 2.660
H 1.665 -5.057 1.313
H 1.052 -5.004 2.967
H 3.028 -2.542 3.843
H 1.444 -3.100 4.365
H 1.627 -1.486 3.716
H 1.310 -2.390 -2.651
H 3.106 0.011 -3.215
H 1.427 0.064 -2.662
H 1.807 -0.548 -4.267
H 4.058 -2.234 -3.948
H 2.568 -2.891 -4.606
H 3.392 -3.732 -3.291
H 2.175 -4.654 -0.982
H 1.721 -6.980 -1.681
H -0.557 -7.829 -1.917
H -3.153 -7.295 -1.814
H -4.902 -5.648 -1.384
H -4.378 -3.357 -0.661
N -2.360 4.693 -0.590
C -3.022 3.345 -0.556
P -2.620 2.648 1.112
O -2.179 3.873 1.849
O -1.875 1.339 0.872
C -4.090 2.217 2.139
N -3.652 2.553 3.538
H -2.710 5.309 -1.326
H -1.342 4.582 -0.680
H -2.469 5.118 0.347
H -2.614 2.733 -1.356
H -4.096 3.454 -0.699
H -4.374 1.176 2.066
H -4.936 2.855 1.889
H -4.434 2.738 4.168
H -3.041 3.389 3.460
H -3.070 1.810 3.944
I 3.106 6.484 -4.212
C 2.961 4.755 -3.071
C 1.838 3.938 -3.202
C 1.725 2.804 -2.425
C 2.740 2.466 -1.532
C 3.872 3.272 -1.421
C 3.977 4.422 -2.182
C 2.679 1.314 -0.634
O 3.525 0.753 -0.053
O 1.282 0.781 -0.438
H 1.072 4.192 -3.921
H 0.857 2.168 -2.533
H 4.654 2.996 -0.726
H 4.846 5.056 -2.084
*
```

=====

[2]
ORCA calculation (ωB97M-V with the def2-TZVPD basis set) on a structure of composition C29H53BCrO2P2.

Results
Highest occupied orbital energy (spin up / spin down) = -8.88 / -8.88 eV
HOMO-LUMO gap (spin up / spin down) = 4.95 / 5.97 eV
Energy relative to the best compared isomer or geometry (same formula, charge and spin) = 0.4543 eV

```
! RIJCOSX wB97M-V def2-TZVPD def2/J DEFGRID3
* xyz 1 4
Cr 1.977 0.074 0.544
C 3.564 0.704 -0.988
C 3.287 1.753 -0.068
C 3.942 -0.137 1.159
C 3.950 -0.456 -0.261
C 3.520 1.269 1.273
C 3.704 0.875 -2.471
H 3.060 1.680 -2.849
H 3.436 -0.036 -3.022
H 4.742 1.129 -2.762
C 4.408 -1.727 -0.910
H 4.225 -1.680 -1.994
H 3.857 -2.602 -0.533
H 5.487 -1.922 -0.779
C 4.125 -1.107 2.273
H 5.188 -1.301 2.476
H 3.639 -2.069 2.032
H 3.643 -0.729 3.189
C 3.244 2.043 2.516
H 4.164 2.419 2.981
H 2.698 1.437 3.255
H 2.599 2.901 2.286
C 3.100 3.185 -0.459
H 4.035 3.755 -0.295
H 2.297 3.672 0.113
H 2.847 3.272 -1.524
C -1.011 -0.177 -2.184
C -0.538 0.936 -2.832
C -0.281 2.378 -2.361
C -1.084 2.794 -1.098
C -0.799 2.254 0.238
C -1.008 1.051 0.793
C -1.590 -0.287 0.378
C -1.990 -0.478 -1.104
H -0.548 3.006 -3.237
H -2.137 2.477 -1.395
H 0.763 2.706 -2.193
H -2.943 0.055 -1.255
H -0.399 -1.085 -2.366
H -0.016 0.694 -3.764
H -2.312 -1.523 -1.253
H -0.937 -1.146 0.645
H -0.764 0.995 1.857
H -2.417 -0.510 1.090
H -1.141 3.887 -0.996
H -0.276 2.943 0.910
P -3.756 2.028 -1.182
C -4.760 0.901 -2.173
C -4.053 3.737 -1.760
P -3.575 2.657 1.962
C -4.423 1.911 0.489
C -4.375 4.364 1.849
C -4.987 2.012 3.016
H -4.791 -0.094 -1.702
H -4.354 0.810 -3.193
H -5.763 1.350 -2.181
H -5.145 3.801 -1.917
H -3.507 3.915 -2.708
H -3.696 4.467 -1.010
H -5.925 2.382 2.567
H -4.890 2.376 4.048
H -4.972 0.909 2.989
H -4.646 0.848 0.728
H -5.396 2.440 0.389
H -4.234 4.850 2.829
H -5.453 4.236 1.666
H -3.908 4.967 1.056
C 1.822 -5.137 -1.139
C 0.974 -4.138 -0.382
C -0.482 -4.462 -0.668
O 1.247 -2.817 -0.895
B 1.330 -1.968 0.198
O 1.208 -2.601 1.428
C 1.290 -4.001 1.172
C 0.311 -4.627 2.138
C 2.695 -4.479 1.533
H 2.896 -4.990 -1.009
H 1.592 -5.067 -2.204
H 1.572 -6.146 -0.805
H -0.655 -4.343 -1.741
H -0.695 -5.503 -0.404
H -1.177 -3.806 -0.132
H 0.356 -5.721 2.088
H 0.583 -4.309 3.149
H -0.708 -4.293 1.936
H 3.467 -4.150 0.814
H 2.970 -4.102 2.530
H 2.702 -5.579 1.575
*
```

=====

[3]
ORCA calculation (ωB97M-V with the def2-TZVPD basis set) on a structure of composition C16H33BrO8S.

Results
Highest occupied orbital energy = -9.25 eV
HOMO-LUMO gap = 8.61 eV
Energy relative to the best compared isomer or geometry (same formula, charge and spin) = 0.0000 eV

```
! RIJCOSX wB97M-V def2-TZVPD def2/J DEFGRID3
* xyz 0 1
C -0.836 -1.573 0.491
O -0.263 -0.299 0.901
S 1.247 0.059 0.572
O 1.611 -0.542 -0.694
O 1.970 -0.892 1.752
Br 2.824 -2.421 1.266
H -1.832 -1.349 0.120
H -0.879 -2.222 1.364
H -0.231 -2.014 -0.298
C 0.848 -2.613 -5.459
C 0.475 -3.108 -4.083
O -0.568 -3.687 -3.877
C 1.446 -2.818 -2.972
H 0.070 -2.868 -6.173
H 0.993 -1.531 -5.434
H 1.798 -3.052 -5.769
H 1.574 -1.740 -2.858
H 2.430 -3.234 -3.198
H 1.077 -3.235 -2.039
C -5.381 -4.602 -3.065
C -4.884 -3.195 -2.829
O -5.323 -2.510 -1.935
C -3.807 -2.704 -3.760
H -6.148 -4.854 -2.338
H -5.781 -4.691 -4.077
H -4.548 -5.304 -2.991
H -4.158 -2.740 -4.794
H -2.930 -3.351 -3.701
H -3.529 -1.686 -3.501
C 4.777 4.199 1.956
C 3.913 2.963 1.906
O 2.936 2.900 1.194
C 4.330 1.812 2.787
H 4.385 4.959 1.286
H 4.816 4.585 2.977
H 5.801 3.948 1.674
H 4.359 2.135 3.829
H 5.343 1.496 2.527
H 3.643 0.977 2.676
C 0.739 7.258 -0.454
C -0.135 6.025 -0.506
O -1.099 5.965 -1.231
C 0.271 4.884 0.390
H 0.359 8.014 -1.136
H 0.765 7.654 0.563
H 1.765 6.996 -0.720
H 0.286 5.215 1.431
H 1.282 4.549 0.155
H -0.423 4.055 0.279
C -2.528 -2.006 5.499
C -1.506 -2.081 4.392
O -1.454 -3.027 3.639
C -0.558 -0.915 4.258
H -3.153 -2.895 5.493
H -2.026 -1.908 6.464
H -3.146 -1.115 5.371
H -0.007 -0.760 5.187
H -1.124 -0.003 4.056
H 0.128 -1.105 3.437
*
```

=====

[4]
ORCA calculation (ωB97M-V with the def2-TZVPD basis set) on an isolated molecule of C20H27N3O5S.

Results
Highest occupied orbital energy = -7.87 eV
HOMO-LUMO gap = 8.15 eV
Energy relative to the best compared isomer or geometry (same formula, charge and spin) = 3.1421 eV
SMILES string = COCCCNC(=S)N(CCCO)Cc1cc2cc3c(cc2[nH]c1=O)OCCO3

```
! RIJCOSX wB97M-V def2-TZVPD def2/J DEFGRID3
* xyz 0 1
C 1.199 -1.459 -0.288
O 0.753 -2.783 -0.121
C 1.388 -3.493 0.925
C 0.969 -3.070 2.336
C -0.505 -3.374 2.633
N -1.404 -2.762 1.682
C -1.628 -1.426 1.682
N -2.223 -0.882 0.598
C -2.515 0.541 0.561
C -1.381 1.303 -0.077
C -0.350 1.797 0.647
C 0.749 2.466 0.032
C 1.842 2.955 0.752
C 2.880 3.599 0.113
C 2.828 3.795 -1.282
C 1.764 3.294 -2.011
C 0.728 2.625 -1.368
N -0.336 2.120 -2.066
C -1.407 1.446 -1.527
O -2.288 1.021 -2.262
H -0.353 2.241 -3.073
H 1.753 3.443 -3.079
O 3.803 4.474 -1.954
C 4.670 5.208 -1.113
C 5.078 4.360 0.089
H 5.568 3.443 -0.265
O 3.944 4.034 0.861
H 5.754 4.906 0.749
H 4.164 6.117 -0.761
H 5.532 5.480 -1.722
H 1.888 2.827 1.821
H -0.343 1.679 1.721
H -2.665 0.887 1.586
H -3.427 0.690 -0.021
C -2.561 -1.646 -0.587
H -1.734 -2.308 -0.866
C -3.851 -2.452 -0.401
C -4.197 -3.235 -1.669
O -5.342 -4.038 -1.513
H -6.089 -3.473 -1.288
H -3.389 -3.929 -1.916
H -4.322 -2.538 -2.510
H -4.668 -1.764 -0.165
H -3.751 -3.147 0.435
H -2.696 -0.937 -1.406
S -1.236 -0.510 3.017
H -1.409 -3.218 0.781
H -0.684 -4.452 2.605
H -0.755 -2.995 3.627
H 1.138 -2.001 2.470
H 1.592 -3.602 3.055
H 1.118 -4.540 0.755
H 2.479 -3.393 0.825
H 0.921 -0.818 0.555
H 0.718 -1.082 -1.189
H 2.287 -1.424 -0.415
*
```